No. 1
Below is a structure of composition C28H37Cl2N6OS3Sn, with properties calculated with ωB97M-V with the def2-TZVPD basis set.

Geometry as XYZ:
```
78
C28H37Cl2N6OS3Sn (ωB97M-V with the def2-TZVPD basis set)
Sn 0.0189 -0.5324 -0.1114
C -0.5165 3.2174 -0.1449
C -1.2608 2.3620 -1.1647
N -1.7721 1.1122 -0.5907
C -2.8327 1.2820 0.4047
C -2.3277 1.4774 1.8115
C -3.0454 2.2277 2.7404
C -2.5399 2.3453 4.0220
C -1.3216 1.7543 4.3255
C -0.6646 1.0377 3.3345
C 0.7080 0.4353 3.5593
N 1.6058 0.6883 2.4637
C 2.1130 2.0293 2.3077
C 1.1209 3.0083 1.6721
N 0.6025 2.5034 0.4229
N -1.1884 0.8792 2.1212
H -1.1951 3.4910 0.6699
H -0.2364 4.1629 -0.6373
H -0.5873 2.0914 -1.9808
H -2.0841 2.9575 -1.5829
H -2.1266 0.5186 -1.3405
H -3.4213 0.3616 0.4010
H -3.4897 2.1192 0.1337
H -3.9735 2.7061 2.4540
H -3.0742 2.9159 4.7720
H -0.8711 1.8676 5.3032
H 0.5923 -0.6482 3.6524
H 1.0878 0.8075 4.5280
H 2.3282 -0.0166 2.3738
H 2.9942 1.9648 1.6637
H 2.4508 2.4703 3.2641
H 1.6291 3.9838 1.5762
H 0.2751 3.1732 2.3466
H 1.3254 2.3493 -0.2722
S 1.8691 0.5222 -1.8069
C 1.2936 0.2048 -3.4386
C 1.9692 0.7769 -4.5242
C 1.5771 0.5463 -5.8305
C 0.4778 -0.2699 -6.0810
C -0.2059 -0.8361 -5.0204
C 0.1791 -0.6179 -3.6914
S -0.7721 -1.4053 -2.4313
H 2.8219 1.4123 -4.3161
H 2.1251 1.0006 -6.6477
H 0.1539 -0.4630 -7.0967
H -1.0649 -1.4707 -5.2032
Cl -1.1120 -4.9457 0.2735
C -2.3216 -4.3402 -0.8296
C -2.6321 -5.1496 -1.9047
C -3.5758 -4.7327 -2.8308
C -4.1908 -3.5049 -2.6543
C -3.8549 -2.7178 -1.5683
Cl -4.6676 -1.1743 -1.4495
C -2.9034 -3.0775 -0.5949
S -2.4656 -2.0753 0.7530
H -2.1249 -6.0985 -2.0124
H -3.8234 -5.3534 -3.6818
H -4.9244 -3.1416 -3.3611
C 2.2271 -3.4799 1.6403
N 2.9073 -2.9334 0.4798
C 2.2301 -3.1797 -0.7923
C 3.6893 -1.8273 0.6929
O 3.7336 -1.2601 1.7916
N 4.4522 -1.3833 -0.3511
C 5.0361 -0.0641 -0.2732
C 4.8669 -2.1802 -1.4808
H 2.0209 -4.5362 1.4591
H 1.2720 -2.9735 1.8241
H 2.8589 -3.3776 2.5183
H 1.1667 -3.3288 -0.6042
H 2.6103 -4.0761 -1.2919
H 2.3271 -2.3225 -1.4545
H 4.4989 0.5283 0.4600
H 4.9451 0.4231 -1.2456
H 6.0926 -0.1093 0.0174
H 4.6970 -3.2360 -1.2870
H 5.9399 -2.0351 -1.6390
H 4.3433 -1.8941 -2.3988
```

* calculated total energy: -3822.3639 Eh
* total charge: -1
* energy above the lowest of the compared OMol25 structures with the same formula, charge and spin: 0.2 kcal/mol
* LUMO energy: 2.6 eV
* highest occupied orbital energy: -3.76 eV

No. 2
Below is the ion C3H8N5S with charge +1, with properties calculated with ωB97M-V with the def2-TZVPD basis set.

Geometry as XYZ:
```
17
C3H8N5S (ωB97M-V with the def2-TZVPD basis set)
H 0.5589 2.2961 1.8875
N 0.0173 1.5152 2.4771
C -0.7070 0.5979 1.9329
N -1.6760 0.0431 2.6975
N -0.7535 0.3231 0.5861
N 0.2796 0.2758 -0.1974
N 0.6788 -0.9224 -0.5858
C 0.9617 -1.3708 -1.7134
C 0.9393 -0.3952 -2.8846
S 0.4220 1.3522 -2.4649
H -1.5965 0.3086 3.6471
H -2.0142 -0.8598 2.6234
H -1.5235 -0.3722 0.4371
H 1.0588 0.8439 0.3232
H 1.2712 -2.3945 -1.7559
H 1.9370 -0.3080 -3.3549
H 0.1461 -0.9330 -3.6551
```

* calculated total energy: -790.6348 Eh
* total charge: +1
* SMILES: [H]\N=C(N)/[NH+]=[NH+]/N=C\C[S-]
* energy above the lowest of the compared OMol25 structures with the same formula, charge and spin: 114.5 kcal/mol
* LUMO energy (spin up / spin down): -6.6 / -6.4 eV
* highest occupied orbital energy (spin up / spin down): -13.39 / -13.46 eV

No. 3
Below is a structure of composition C15H25CeClINO2P, with properties calculated with ωB97M-V with the def2-TZVPD basis set.

Geometry as XYZ:
```
47
C15H25CeClINO2P (ωB97M-V with the def2-TZVPD basis set)
C -2.5916 1.2345 -4.6065
C -1.7647 0.8835 -3.4211
H -3.3482 0.4875 -4.8621
H -1.9472 1.3946 -5.4733
H -3.0908 2.1741 -4.3634
O -1.7505 -0.1649 -2.7604
I -0.2986 4.4340 -0.4813
Ce -0.4663 1.5990 -1.3417
P 1.6753 -0.8549 -2.4534
C 1.6364 -2.6535 -2.1099
C 1.5493 -0.8874 -4.2785
H 3.7126 0.4323 -2.1906
H 4.0235 -1.0684 -3.1430
H 3.8280 -1.1318 -1.3550
C 3.4987 -0.6371 -2.2760
H 1.2910 0.1176 -4.6383
H 2.5215 -1.1929 -4.6914
H 2.3637 -3.1858 -2.7411
H 0.6330 -3.0519 -2.2928
H 0.7640 -1.5900 -4.5791
H 1.8944 -2.8002 -1.0550
C -0.6674 -0.9941 -0.6392
O -1.0515 -2.0523 -0.3588
Cl 1.9389 1.4354 -0.3110
C -0.1151 -1.4084 3.4708
N 0.5644 -0.1370 3.8365
C 1.9141 -0.3910 4.4048
C 0.6078 0.8729 2.6843
C -0.7800 1.0987 2.1680
C -1.7723 1.4190 3.0978
C -3.1101 1.5164 2.7033
C -3.4843 1.3527 1.3731
C -2.4878 1.0703 0.4031
C -1.1678 0.9705 0.8284
H 0.3385 -1.7939 2.5510
H -1.1841 -1.2285 3.3306
H 0.0368 -2.1127 4.2935
H -0.0065 0.3117 4.5699
H 2.5367 -0.8170 3.6194
H 2.3299 0.5545 4.7536
H 1.8097 -1.0905 5.2357
H 1.0248 1.7870 3.1351
H 1.3197 0.5077 1.9411
H -1.5087 1.6031 4.1432
H -3.8682 1.7251 3.4538
H -4.5348 1.3951 1.0617
H -2.8162 0.8671 -0.6355
```

* calculated total energy: -2364.9956 Eh
* total charge: +3
* energy above the lowest of the compared OMol25 structures with the same formula, charge and spin: 82.3 kcal/mol
* LUMO energy (spin up / spin down): -13.8 / -13.9 eV
* highest occupied orbital energy (spin up / spin down): -17.79 / -17.56 eV

No. 4
Below is a structure of composition C2HO3Sn, with properties calculated with ωB97M-V with the def2-TZVPD basis set.

Geometry as XYZ:
```
7
C2HO3Sn (ωB97M-V with the def2-TZVPD basis set)
O -1.9430 0.0909 0.0300
O 1.1672 -1.3965 0.0244
O 0.1007 0.9230 -0.0811
C -0.0813 -1.5521 0.0100
C -0.7862 -0.1412 -0.1657
Sn 1.9537 0.3441 0.0012
H -0.4110 1.7319 0.1811
```

* calculated total energy: -516.4243 Eh
* total charge: +1
* energy above the lowest of the compared OMol25 structures with the same formula, charge and spin: 0.0 kcal/mol
* LUMO energy: -6.8 eV
* highest occupied orbital energy: -13.71 eV

No. 5
Below is a cluster of 6 separate species, C20H54F3N5O9 in total, with properties calculated with ωB97M-V with the def2-TZVPD basis set.

Geometry as XYZ:
```
91
C20H54F3N5O9 (ωB97M-V with the def2-TZVPD basis set)
C 18.5118 -9.2818 -26.0808
C 17.5660 -8.8406 -24.9579
C 17.9050 -7.3748 -24.4421
O 17.1832 -7.2983 -23.1812
C 16.6562 -5.9784 -23.0096
N 16.0874 -9.1091 -25.2946
H 15.9294 -10.0624 -25.5886
H 15.4558 -8.8721 -24.5429
H 15.7553 -8.5496 -26.0671
H 18.6071 -8.5433 -26.8768
H 18.2960 -10.2693 -26.4888
H 19.4762 -9.4490 -25.6010
H 17.6302 -9.5845 -24.1638
H 17.5790 -6.5828 -25.1162
H 18.9662 -7.2512 -24.2260
H 15.5702 -6.0334 -22.9337
H 17.0942 -5.0946 -23.4736
H 16.8756 -5.5950 -22.0132
C 19.6869 -23.7729 -32.1634
C 19.3968 -22.5968 -31.1576
C 18.1974 -21.7631 -31.6675
O 17.8530 -20.8526 -30.6849
C 16.6048 -20.1052 -30.9832
N 18.9632 -23.2740 -29.7957
H 19.8098 -23.1680 -29.2550
H 18.1941 -22.7812 -29.3647
H 18.7333 -24.2491 -29.9239
H 18.9711 -24.5845 -32.0329
H 20.6975 -24.1737 -32.0854
H 19.5620 -23.4780 -33.2053
H 20.2746 -22.0078 -30.8918
H 17.2927 -22.3705 -31.6935
H 18.2239 -21.3332 -32.6688
H 16.1732 -19.4457 -30.2303
H 15.7867 -20.7711 -31.2579
H 16.8477 -19.5020 -31.8580
C 20.9094 -18.8046 -20.7475
C 21.9988 -17.6753 -20.5735
C 23.2202 -18.2949 -19.9091
O 24.4042 -17.5166 -19.8440
C 25.5747 -18.2926 -20.3588
N 22.4078 -17.1476 -21.8920
H 21.6092 -16.7851 -22.3930
H 23.2426 -16.5797 -21.8645
H 22.6496 -17.9455 -22.4621
H 20.8251 -19.3762 -19.8232
H 21.0704 -19.6510 -21.4151
H 19.9218 -18.4264 -21.0113
H 21.8844 -16.7276 -20.0473
H 23.4009 -19.3538 -20.0938
H 22.8830 -18.2191 -18.8753
H 26.4973 -17.7853 -20.0767
H 25.4888 -18.5177 -21.4218
H 25.6692 -19.1299 -19.6674
C 21.0128 -9.0131 -16.3545
C 20.3799 -9.4221 -17.7006
C 20.0609 -10.9314 -17.7255
O 19.0181 -11.2617 -18.6420
C 17.8248 -11.9334 -18.1319
N 19.1466 -8.5548 -17.8411
H 18.4924 -8.6703 -17.0804
H 19.5370 -7.6234 -17.8566
H 18.7337 -8.5048 -18.7615
H 20.3618 -9.2945 -15.5268
H 21.3566 -7.9796 -16.3115
H 21.8351 -9.7106 -16.1954
H 20.9229 -9.0158 -18.5539
H 19.6340 -11.2051 -16.7606
H 20.9167 -11.6045 -17.7767
H 17.0299 -11.9856 -18.8758
H 17.4142 -11.3020 -17.3439
H 18.1232 -12.9569 -17.9049
N 16.9464 -15.3526 -25.4147
O 16.8650 -15.0613 -24.2436
O 16.0373 -14.9501 -26.1242
O 17.9533 -15.9509 -25.8415
C 15.2662 -12.3881 -36.3074
O 15.5467 -12.4189 -34.8510
O 16.5551 -12.2518 -36.9184
C 14.1736 -13.4722 -36.7867
F 14.3968 -14.0762 -37.9173
F 14.1349 -14.5686 -36.0890
F 12.9218 -12.9834 -36.9462
C 14.3626 -12.2070 -33.9793
C 14.5509 -12.1353 -32.5561
H 13.5922 -12.0193 -32.0506
H 14.9599 -13.0941 -32.2375
H 15.1922 -11.2918 -32.3004
H 13.5576 -12.9153 -34.1757
H 13.9254 -11.2692 -34.3218
H 14.7042 -11.4639 -36.4424
```

* calculated total energy: -2043.7997 Eh
* total charge: +2
* energy above the lowest of the compared OMol25 structures with the same formula, charge and spin: 243.1 kcal/mol
* LUMO energy: -5.4 eV
* highest occupied orbital energy: -5.90 eV

No. 6
Below is an isolated molecule of C5H10N2S, with properties calculated with ωB97M-V with the def2-TZVPD basis set.

Geometry as XYZ:
```
18
C5H10N2S (ωB97M-V with the def2-TZVPD basis set)
C 0.0617 0.3482 1.5544
C -0.0702 0.2373 -0.0200
C -0.2876 1.5976 -0.7764
C -1.2484 -0.8038 -0.2303
S -2.7641 -0.3640 -0.1118
N 1.1071 -0.4629 -0.2900
C 2.2265 0.0256 0.1400
N 3.4454 -0.5141 -0.4419
H 0.9347 1.0919 1.5812
H -0.8137 0.9629 2.0336
H 0.3559 -0.6536 1.9260
H 0.1090 1.4283 -1.8590
H -1.3543 1.7325 -0.8835
H 0.2465 2.5274 -0.0661
H -1.1633 -1.8511 -0.1235
H 2.4603 0.8839 0.6820
H 3.2406 -1.5014 -0.7687
H 4.2488 -0.3875 0.3830
```

* calculated total energy: -704.0914 Eh
* SMILES: CC(C)(C=S)/N=C/N
* energy above the lowest of the compared OMol25 structures with the same formula, charge and spin: 83.1 kcal/mol
* LUMO energy: 0.1 eV
* highest occupied orbital energy: -8.44 eV